This record from the OMol25 dataset describes 11 unconnected molecules or ions with the total composition C33H88O11 at a distorted geometry. The level of theory is wB97M-V/def2-TZVPD.

Output
**Relative energy (zero: lowest compared OMol25 entry of this formula, charge and spin)**: 1.624 eV
**LUMO level**: 0.01314 Ha
**HOMO energy**: -9.5 eV

Last columns: bonded neighbours and bond lengths (Å).
Atoms and positions in Å:
1 C -4.07 2.72 -4.14  C2 1.522, H5 1.088, H6 1.094, H7 1.092
2 C -2.83 3.59 -3.97  C1 1.522, C3 1.518, O4 1.432, H8 1.096
3 C -2.31 3.53 -2.55  C2 1.518, H9 1.092, H10 1.093, H11 1.091
4 O -1.83 3.10 -4.87  C2 1.432, H12 0.968
5 H -4.58 2.92 -5.08  C1 1.088
6 H -4.79 2.90 -3.34  C1 1.094
7 H -3.80 1.66 -4.06  C1 1.092
8 H -3.10 4.61 -4.27  C2 1.096
9 H -1.81 2.57 -2.42  C3 1.092
10 H -3.12 3.56 -1.81  C3 1.093
11 H -1.63 4.34 -2.28  C3 1.091
12 H -0.98 3.28 -4.45  O4 0.968
13 C -4.77 -0.69 -0.90  C14 1.504, H17 1.091, H18 1.093, H19 1.089
14 C -5.20 -2.06 -0.44  C13 1.504, C15 1.535, O16 1.433, H20 1.099
15 C -6.36 -2.03 0.56  C14 1.535, H21 1.091, H22 1.092, H23 1.094
16 O -5.54 -2.87 -1.57  C14 1.433, H24 0.961
17 H -5.59 -0.21 -1.43  C13 1.091
18 H -3.92 -0.78 -1.59  C13 1.093
19 H -4.45 -0.09 -0.05  C13 1.089
20 H -4.40 -2.60 0.09  C14 1.099
21 H -7.32 -1.91 0.06  C15 1.091
22 H -6.24 -1.22 1.28  C15 1.092
23 H -6.39 -2.96 1.13  C15 1.094
24 H -5.63 -3.78 -1.27  O16 0.961
25 C -0.86 0.35 1.39  C26 1.508, H29 1.089, H30 1.097, H31 1.092
26 C -0.89 -0.51 0.16  C25 1.508, C27 1.518, O28 1.447, H32 1.099
27 C -0.53 0.26 -1.10  C26 1.518, H33 1.088, H34 1.095, H35 1.087
28 O 0.00 -1.64 0.30  C26 1.447, H36 0.965
29 H -1.26 -0.17 2.26  C25 1.089
30 H -1.52 1.22 1.27  C25 1.097
31 H 0.14 0.72 1.60  C25 1.092
32 H -1.90 -0.93 0.04  C26 1.099
33 H 0.06 -0.36 -1.78  C27 1.088
34 H 0.07 1.13 -0.80  C27 1.095
35 H -1.43 0.63 -1.58  C27 1.087
36 H -0.34 -2.18 1.02  O28 0.965
37 C 1.69 1.97 -4.06  C38 1.518, H41 1.093, H42 1.092, H43 1.088
38 C 1.67 3.09 -5.08  C37 1.518, C39 1.507, O40 1.452, H44 1.098
39 C 1.23 2.69 -6.46  C38 1.507, H45 1.089, H46 1.095, H47 1.087
40 O 0.78 4.15 -4.62  C38 1.452, H48 0.961
41 H 2.52 1.30 -4.30  C37 1.093
42 H 0.76 1.39 -4.10  C37 1.092
43 H 1.86 2.35 -3.05  C37 1.088
44 H 2.67 3.54 -5.12  C38 1.098
45 H 1.39 3.53 -7.14  C39 1.089
46 H 0.15 2.52 -6.43  C39 1.095
47 H 1.72 1.79 -6.82  C39 1.087
48 H 1.30 4.67 -4.00  O40 0.961
49 C 3.26 1.21 -0.91  C50 1.514, H53 1.094, H54 1.089, H55 1.099
50 C 4.60 0.69 -0.43  C49 1.514, C51 1.526, O52 1.419, H56 1.091
51 C 5.60 0.66 -1.58  C50 1.526, H57 1.092, H58 1.094, H59 1.094
52 O 5.12 1.51 0.60  C50 1.419, H60 0.961
53 H 2.52 1.32 -0.12  C49 1.094
54 H 2.86 0.59 -1.71  C49 1.089
55 H 3.38 2.22 -1.32  C49 1.099
56 H 4.47 -0.34 -0.08  C50 1.091
57 H 5.93 1.62 -1.97  C51 1.092
58 H 5.25 0.10 -2.46  C51 1.094
59 H 6.49 0.12 -1.24  C51 1.094
60 H 4.91 2.43 0.39  O52 0.961
61 C 0.54 -0.94 4.49  C62 1.503, H65 1.098, H66 1.092, H67 1.095
62 C 0.19 0.41 5.05  C61 1.503, C63 1.517, O64 1.442, H68 1.097
63 C 1.17 1.50 4.65  C62 1.517, H69 1.091, H70 1.094, H71 1.089
64 O -1.16 0.72 4.67  C62 1.442, H72 0.962
65 H 1.52 -1.28 4.83  C61 1.098
66 H 0.59 -1.04 3.40  C61 1.092
67 H -0.13 -1.75 4.81  C61 1.095
68 H 0.21 0.31 6.14  C62 1.097
69 H 0.71 2.48 4.68  C63 1.091
70 H 1.52 1.33 3.63  C63 1.094
71 H 2.04 1.47 5.30  C63 1.089
72 H -1.23 1.66 4.46  O64 0.962
73 C -4.11 0.51 3.22  C74 1.515, H77 1.089, H78 1.093, H79 1.093
74 C -4.42 0.11 4.65  C73 1.515, C75 1.501, O76 1.425, H80 1.102
75 C -5.83 -0.39 4.83  C74 1.501, H81 1.091, H82 1.094, H83 1.091
76 O -3.55 -0.91 5.12  C74 1.425, H84 0.965
77 H -3.04 0.64 3.11  C73 1.089
78 H -4.58 1.46 2.98  C73 1.093
79 H -4.47 -0.25 2.52  C73 1.093
80 H -4.27 1.00 5.28  C74 1.102
81 H -5.97 -0.85 5.80  C75 1.091
82 H -6.06 -1.17 4.10  C75 1.094
83 H -6.54 0.44 4.74  C75 1.091
84 H -2.64 -0.71 4.87  O76 0.965
85 C -2.66 -3.28 2.56  C86 1.517, H89 1.088, H90 1.093, H91 1.094
86 C -1.77 -4.47 2.24  C85 1.517, C87 1.519, O88 1.445, H92 1.096
87 C -1.68 -4.78 0.75  C86 1.519, H93 1.094, H94 1.094, H95 1.091
88 O -0.47 -4.20 2.80  C86 1.445, H96 0.962
89 H -2.93 -3.23 3.61  C85 1.088
90 H -3.62 -3.36 2.05  C85 1.093
91 H -2.15 -2.39 2.17  C85 1.094
92 H -2.16 -5.35 2.76  C86 1.096
93 H -1.46 -5.83 0.58  C87 1.094
94 H -0.88 -4.21 0.28  C87 1.094
95 H -2.58 -4.57 0.17  C87 1.091
96 H -0.05 -5.05 2.91  O88 0.962
97 C 1.15 4.61 0.08  C98 1.543, H101 1.088, H102 1.089, H103 1.094
98 C 1.13 3.91 1.45  C97 1.543, C99 1.535, O100 1.411, H104 1.092
99 C 2.53 3.92 2.06  C98 1.535, H105 1.087, H106 1.095, H107 1.092
100 O 0.21 4.49 2.36  C98 1.411, H108 0.963
101 H 0.27 4.41 -0.53  C97 1.088
102 H 2.06 4.31 -0.42  C97 1.089
103 H 1.19 5.68 0.33  C97 1.094
104 H 0.82 2.87 1.30  C98 1.092
105 H 3.30 3.42 1.47  C99 1.087
106 H 2.48 3.33 2.98  C99 1.095
107 H 2.79 4.94 2.36  C99 1.092
108 H 0.51 5.36 2.64  O100 0.963
109 C 5.24 -2.95 -4.38  C110 1.515, H113 1.093, H114 1.091, H115 1.088
110 C 4.31 -2.56 -3.25  C109 1.515, C111 1.528, O112 1.417, H116 1.104
111 C 3.20 -1.63 -3.73  C110 1.528, H117 1.090, H118 1.091, H119 1.095
112 O 3.73 -3.70 -2.63  C110 1.417, H120 0.973
113 H 4.71 -3.56 -5.11  C109 1.093
114 H 6.06 -3.56 -3.98  C109 1.091
115 H 5.67 -2.07 -4.85  C109 1.088
116 H 4.96 -2.05 -2.52  C110 1.104
117 H 2.44 -1.51 -2.95  C111 1.090
118 H 2.81 -2.01 -4.67  C111 1.091
119 H 3.58 -0.62 -3.94  C111 1.095
120 H 3.20 -3.30 -1.92  O112 0.973
121 C 4.63 -3.55 0.71  C122 1.533, H125 1.092, H126 1.100, H127 1.086
122 C 3.12 -3.41 0.93  C121 1.533, C123 1.522, O124 1.438, H128 1.097
123 C 2.75 -2.60 2.17  C122 1.522, H129 1.092, H130 1.097, H131 1.089
124 O 2.50 -2.84 -0.24  C122 1.438, H132 0.970
125 H 4.95 -4.58 0.90  C121 1.092
126 H 5.19 -2.99 1.48  C121 1.100
127 H 5.02 -3.20 -0.25  C121 1.086
128 H 2.70 -4.41 1.05  C122 1.097
129 H 1.69 -2.73 2.38  C123 1.092
130 H 2.91 -1.53 1.98  C123 1.097
131 H 3.33 -2.88 3.05  C123 1.089
132 H 1.79 -2.24 0.02  O124 0.970